[1]
Entry from OMol25: the molecule C23H25NO5S in a non-equilibrium geometry (wB97M-V/def2-TZVPD).

Geometry (Å):
C1 -0.52526 -1.86403 1.52505
O1 -0.11070 -0.89831 0.58664
C2 -0.31801 -1.14833 -0.73662
C3 -1.04119 -2.22777 -1.22844
C4 -1.20503 -2.39710 -2.59296
C5 -0.64649 -1.50258 -3.48582
C6 0.07854 -0.42517 -3.00577
C7 0.24560 -0.23624 -1.64442
N1 0.99302 0.87312 -1.18706
C8 0.33572 2.13104 -0.92114
C9 0.03436 2.35587 0.56804
O2 1.09544 2.98350 1.24586
C10 -1.22142 3.23726 0.71026
O3 -2.30334 2.71885 -0.02875
C11 -2.83528 1.50766 0.32450
C12 -3.44470 0.78637 -0.70168
C13 -4.05053 -0.42446 -0.44366
C14 -4.07587 -0.95146 0.84300
C15 -4.74960 -2.26379 1.11539
C16 -3.47180 -0.22520 1.85905
C17 -2.84811 0.98572 1.61154
S1 2.59037 0.66358 -0.81983
O4 3.22844 0.02444 -1.93253
O5 3.07452 1.95618 -0.40244
C18 2.68672 -0.46978 0.56539
C19 2.86533 -1.81175 0.29035
C20 2.96285 -2.71117 1.33890
C21 2.88576 -2.25641 2.64635
C22 2.70958 -0.90681 2.90815
C23 2.60906 -0.00278 1.86235
H1 -0.20878 -1.48112 2.49365
H2 -0.03920 -2.82708 1.34203
H3 -1.61158 -1.98366 1.51763
H4 -1.48681 -2.93897 -0.55181
H5 -1.77356 -3.24095 -2.95422
H6 -0.77046 -1.64167 -4.54834
H7 0.53514 0.28277 -3.67914
H8 0.98276 2.93764 -1.27893
H9 -0.59577 2.14564 -1.49145
H10 -0.16775 1.37365 1.02564
H11 1.91631 2.80278 0.74983
H12 -1.02159 4.21978 0.27648
H13 -1.46243 3.37100 1.76983
H14 -3.43117 1.19669 -1.69924
H15 -4.50799 -0.97367 -1.25373
H16 -4.45962 -2.66009 2.08599
H17 -4.49965 -2.99249 0.34605
H18 -5.83222 -2.13672 1.11105
H19 -3.48424 -0.60964 2.86986
H20 -2.38308 1.51560 2.42793
H21 2.93540 -2.12429 -0.73965
H22 3.10496 -3.76252 1.13721
H23 2.96677 -2.95702 3.46447
H24 2.65483 -0.55608 3.92784
H25 2.47672 1.05101 2.04747

Output
Kohn-Sham gap	8.973	eV
E_tot	-46818.7181	eV
SMILES string	COc1ccccc1N(C[C@@H](O)COc1ccc(C)cc1)S(=O)(=O)c1ccccc1
LUMO energy	0.54	eV
HOMO level	-8.43	eV
charge	0
spin multiplicity	1

***

[2]
Entry from OMol25: a structure of composition C23H26BF2I3N4O3Ta (wB97M-V/def2-TZVPD).

Geometry (Å):
Ta1 -0.68245 -0.55765 1.41748
I1 -0.59483 -3.25558 6.28400
C1 0.86892 -3.12445 4.81940
C2 2.17275 -3.56785 5.11023
C3 3.13961 -3.53877 4.14806
I2 5.03209 -4.26006 4.64280
C4 2.85127 -3.01997 2.85907
C5 3.79083 -2.98036 1.80880
C6 3.43927 -2.45318 0.60335
C7 2.16606 -1.90178 0.45429
N1 1.23924 -1.91080 1.39747
C8 1.55309 -2.52354 2.59780
C9 0.54181 -2.63251 3.58134
O1 -0.71952 -2.23343 3.32199
H1 2.39146 -3.94880 6.09732
H2 4.78525 -3.37198 1.97503
H3 4.12877 -2.41228 -0.22688
H4 1.92692 -1.40631 -0.47136
N2 -4.31370 -0.08515 3.54148
C10 -3.43377 -0.11538 2.56020
O2 -2.20498 -0.06473 2.82627
C11 -3.83914 -0.16269 1.13151
C12 -2.56919 -0.11813 0.29283
H5 -3.98955 -0.13148 4.49514
H6 -5.29936 -0.15336 3.35547
H7 -4.53655 0.65707 0.93527
H8 -4.38306 -1.09595 0.97278
H9 -2.37449 0.91423 -0.05290
H10 -2.70333 -0.70067 -0.61772
I3 2.08362 1.40980 2.03327
C13 0.20875 0.80025 2.89162
H11 -0.33276 1.73348 3.03108
H12 0.42133 0.37241 3.87219
F1 -1.01270 -3.68360 1.37503
B1 -1.47250 -2.59850 2.08953
F2 -2.82480 -2.67622 2.34770
C14 1.01845 4.72783 -5.10661
C15 1.53765 4.24107 -3.76298
N3 0.77576 3.10965 -3.22309
C16 -0.59336 3.36761 -2.76674
C17 -1.67085 2.86790 -3.72051
C18 1.28483 1.86983 -3.39129
O3 2.29507 1.61178 -4.02242
C19 0.58846 0.71291 -2.71602
C20 0.30565 -0.42997 -3.44931
C21 -0.22139 -1.54202 -2.81018
C22 -0.42092 -1.48730 -1.44749
N4 -0.10423 -0.39481 -0.72805
C23 0.38057 0.68752 -1.34898
H13 1.64452 5.54092 -5.47311
H14 -0.00280 5.10488 -5.03315
H15 1.04356 3.92227 -5.84088
H16 1.50040 5.04051 -3.02035
H17 2.56931 3.91303 -3.85573
H18 -0.67428 4.44841 -2.65553
H19 -0.74905 2.95443 -1.76840
H20 -1.53099 3.28535 -4.71666
H21 -2.65726 3.16207 -3.36026
H22 -1.65785 1.78031 -3.80428
H23 0.51393 -0.44199 -4.51162
H24 -0.46358 -2.44434 -3.35263
H25 -0.81388 -2.33629 -0.89618
H26 0.64794 1.52637 -0.71852

Output
Kohn-Sham gap	7.145	eV
E_tot	-68340.3024	eV
LUMO energy	-3.47	eV
HOMO level	-10.61	eV
charge	+1
spin multiplicity	1

***

[3]
Entry from OMol25: a cluster of 2 separate species, C23H26BO8 in total in a non-equilibrium geometry (wB97M-V/def2-TZVPD).

Geometry (Å):
C1 7.35944 -1.18450 0.26980
C2 6.25471 -0.26289 0.00986
C3 6.23340 1.11480 -0.03144
C4 4.88233 1.48119 -0.17731
C5 4.07862 0.31704 -0.24267
B1 2.91093 -0.47603 0.95020
O1 3.32279 -1.14301 2.13898
C6 2.07789 -1.60263 2.69607
C7 0.93356 -1.16248 1.73517
C8 -0.46129 -1.59066 1.97840
C9 1.19826 -1.70052 0.28281
O2 2.45708 -1.37018 -0.13599
C10 0.97951 0.38548 1.59533
O3 2.23509 0.81564 1.18046
O4 4.98882 -0.71513 -0.28588
H1 8.28933 -0.57430 0.30041
H2 7.27613 -1.69860 1.25399
H3 7.45467 -1.91876 -0.55262
H4 7.11541 1.73400 0.07635
H5 4.52714 2.48984 -0.19032
H6 2.08790 -2.69311 2.83241
H7 1.91512 -1.13683 3.68038
H8 -0.84222 -1.29702 0.98668
H9 -0.55822 -2.65378 2.10184
H10 -1.01267 -1.01254 2.72579
H11 1.00561 -2.78166 0.24410
H12 0.46726 -1.18819 -0.35825
H13 0.27803 0.68229 0.77953
H14 0.63956 0.86962 2.52323
C11 -4.75716 1.83027 0.27231
C12 -3.73523 2.94517 0.03599
C13 -4.37406 4.35231 0.08803
O5 -2.69234 2.85614 1.06753
C14 -2.02084 1.64763 1.06225
O6 -1.81619 1.02682 2.12658
C15 -1.65920 1.14731 -0.30669
C16 -1.30456 -0.21200 -0.38904
C17 -1.69146 -1.05477 -1.56544
C18 -3.02937 -0.76708 -1.90138
C19 -3.77398 -1.51162 -2.79249
C20 -3.13903 -2.61123 -3.44417
C21 -1.82932 -3.02569 -3.03425
C22 -1.11754 -2.27070 -2.05816
C23 -2.10353 1.96435 -1.47495
O7 -1.66348 1.83601 -2.63199
O8 -3.11980 2.86305 -1.26619
H15 -4.25927 0.84885 0.28330
H16 -5.28017 1.98623 1.23615
H17 -5.52522 1.85392 -0.51865
H18 -3.62591 5.11324 -0.12194
H19 -5.14168 4.42676 -0.68974
H20 -4.86392 4.56307 1.04641
H21 -2.04996 -0.64641 0.39336
H22 -3.52694 0.03292 -1.30167
H23 -4.82414 -1.21503 -3.00963
H24 -3.67606 -3.10699 -4.25036
H25 -1.35229 -3.92379 -3.50114
H26 -0.14154 -2.67583 -1.72139

Output
Kohn-Sham gap	4.278	eV
E_tot	-41325.7645	eV
LUMO energy	0.92	eV
HOMO level	-3.36	eV
charge	-1
spin multiplicity	1

***

[4]
Entry from OMol25: a structure of composition C23H26BrN3O2ReS3Te (wB97M-V/def2-TZVPD).

Geometry (Å):
Re1 1.08152 0.60551 -0.59928
O1 -1.48770 2.08892 3.20042
C1 -0.36623 2.84475 3.03454
C2 -0.47879 4.19765 3.34374
C3 0.60060 5.04679 3.18849
C4 1.80786 4.55555 2.70971
C5 1.91919 3.20860 2.41376
C6 0.85011 2.32922 2.57632
C7 1.15107 0.85676 2.27742
O2 1.93686 0.73047 1.15686
N1 -0.08069 0.02739 2.11210
N2 -0.08735 -0.77129 0.94593
C8 -0.83651 -1.79858 1.09629
C9 -1.23411 -2.87967 0.21017
Br1 -0.42800 -3.08904 -1.46233
C10 -2.21389 -3.68605 0.65351
C11 -2.86098 -4.84240 0.02504
C12 -4.23068 -5.01114 0.24527
C13 -4.91151 -6.07925 -0.31275
C14 -4.22570 -7.01401 -1.07527
C15 -2.85977 -6.87525 -1.27233
C16 -2.17856 -5.79620 -0.73180
H1 -1.37178 1.28521 2.66721
H2 -1.43864 4.56046 3.68969
H3 0.49509 6.09755 3.43030
H4 2.65540 5.21467 2.57164
H5 2.85222 2.81215 2.03247
H6 1.70131 0.43986 3.13129
H7 -0.19216 -0.57514 2.91896
H8 -1.31528 -1.91326 2.06982
H9 -2.63875 -3.41442 1.61620
H10 -4.76482 -4.28691 0.84957
H11 -5.97588 -6.18547 -0.14713
H12 -4.75335 -7.85476 -1.50733
H13 -2.31865 -7.61271 -1.85170
H14 -1.11351 -5.70620 -0.88418
C17 -1.05334 4.76383 -0.52306
C18 -0.08910 3.62758 -0.73326
S1 -0.65650 2.03959 -0.33265
C19 1.15827 3.78156 -1.21098
C20 1.74680 5.10394 -1.60807
S2 2.17897 2.39415 -1.43581
H15 -2.00962 4.39177 -0.15727
H16 -1.23268 5.31233 -1.44981
H17 -0.66599 5.46426 0.21972
H18 1.20006 5.93001 -1.15485
H19 1.72011 5.23390 -2.69323
H20 2.78968 5.17302 -1.29565
S3 -0.36990 -1.33044 -4.73420
C21 0.10752 -0.64590 -3.36962
N3 0.46199 -0.16912 -2.35279
C22 3.08285 -2.75086 -1.89693
Te1 3.40544 -0.84219 -1.01478
C23 4.03328 -0.04813 -2.88306
H21 2.37213 -2.64896 -2.71512
H22 2.69219 -3.43626 -1.15018
H23 4.03988 -3.11247 -2.26712
H24 4.88802 -0.61876 -3.23824
H25 4.31009 0.99323 -2.74367
H26 3.20191 -0.11586 -3.58199

Output
Kohn-Sham gap (alpha / beta)	6.517 / 6.813	eV
E_tot	-144809.5701	eV
LUMO energy (alpha / beta)	-0.90 / -0.68	eV
HOMO level (alpha / beta)	-7.41 / -7.49	eV
charge	0
spin multiplicity	2